A cluster of 19 separate species, C37H72N26O13 in total in a non-equilibrium geometry, computed with the ωB97M-V functional and the def2-TZVPD basis.

Summary:
- Frontier orbital gap: 6.9 eV
- HOMO level: -7.34 eV
- Lowest unoccupied orbital energy: -0.0174 Eh

Geometry as XYZ:
```
148
Properties=species:S:1:pos:R:3:forces:R:3:mulliken_charge:R:1
C -20.33652 9.49625 -25.52958 1.378 1.648 -2.115 0.6940
O -19.46608 8.78709 -25.91955 2.396 -2.601 -1.070 -0.6136
N -20.42920 10.79404 -25.83432 0.521 2.634 -0.779 -0.5671
N -21.38541 9.17734 -24.87315 -3.458 -2.063 2.817 -0.2459
H -19.88968 11.13145 -26.61866 -0.166 0.120 0.312 0.2438
H -21.35715 11.15182 -25.65823 0.498 0.677 -0.747 0.1395
H -21.44369 8.21506 -24.57195 -0.327 0.343 0.762 0.0737
H -21.70022 9.99718 -24.37430 -0.895 -1.164 0.847 0.2415
C -27.44367 3.33703 -30.20202 1.158 -0.981 -4.443 0.6393
O -27.07688 3.12015 -31.40368 -0.874 0.609 2.413 -0.7880
N -26.68541 3.20661 -29.16648 2.853 -0.614 2.902 0.8359
N -28.67480 3.64173 -29.85254 -4.265 1.030 -0.783 -0.2476
H -27.08788 3.23534 -28.24058 0.065 0.139 0.106 -0.3580
H -25.71031 2.96168 -29.26280 -0.306 0.219 -0.004 -0.3268
H -28.99799 3.97838 -28.95682 0.730 -0.161 0.168 0.1225
H -29.32729 3.80136 -30.60677 0.229 -0.122 0.009 0.2393
C -22.62791 7.99443 -19.67484 0.196 1.223 1.932 0.4468
O -22.31521 8.80496 -18.81458 0.452 -0.038 0.220 -0.7546
N -22.15900 6.76409 -19.80414 1.836 -2.693 0.441 -0.0180
N -23.57134 8.19161 -20.56051 -2.076 1.155 -2.369 -0.0242
H -21.47882 6.41048 -19.14656 -0.232 0.194 -0.224 0.2563
H -22.61673 6.12106 -20.43430 0.376 0.148 0.280 -0.2224
H -24.04082 9.08572 -20.57686 0.056 -0.268 -0.247 0.1655
H -23.54140 7.59029 -21.37145 -0.653 0.519 -0.030 0.0226
C -29.54620 3.25646 -26.31885 3.570 0.691 -0.959 0.5422
O -28.41308 3.59083 -26.69773 0.648 -1.082 0.425 -0.5625
N -30.47909 4.12978 -26.38153 -3.662 3.439 -0.622 -0.3666
N -29.92165 2.11977 -25.81922 -0.698 -3.964 1.126 -0.2816
H -31.46500 3.91318 -26.34724 0.281 0.260 0.317 0.1637
H -30.15932 5.08115 -26.49444 -0.594 -0.048 -0.213 0.2854
H -30.90939 1.97044 -25.67026 0.378 -0.167 0.346 0.1351
H -29.29517 1.34349 -25.66110 -0.099 0.372 -0.213 0.1128
C -18.74330 4.86183 -26.64146 1.456 1.352 0.030 0.5529
O -18.71548 3.66760 -26.63910 -0.102 -3.568 0.099 -0.6771
N -19.81944 5.57324 -26.48917 -3.062 2.000 0.293 0.1752
N -17.59721 5.55983 -26.73377 1.879 0.142 -0.257 -0.4463
H -19.74304 6.56956 -26.34215 -0.076 0.146 -0.021 0.1079
H -20.70051 5.13961 -26.25299 0.223 -0.019 -0.080 -0.1944
H -17.46393 6.50685 -27.05854 -0.399 -0.170 0.232 0.1969
H -16.80926 4.92977 -26.78149 0.070 0.434 -0.161 0.2010
C -18.82718 7.06927 -22.25352 2.122 2.294 -2.921 0.4591
O -18.03216 7.97701 -22.39827 0.944 1.210 1.057 -0.7204
N -19.31774 6.46840 -23.28906 -1.964 -2.313 -4.606 -0.1312
N -19.34185 6.57988 -21.19981 -0.977 -0.738 6.458 -0.2535
H -20.17858 5.96227 -23.13782 0.150 -0.059 -0.546 0.1815
H -19.11286 6.81690 -24.21463 0.111 -0.003 0.294 0.0856
H -19.72456 5.64739 -21.13577 -0.064 0.441 -0.109 0.2928
H -19.14584 7.12520 -20.37259 -0.102 -0.542 0.226 0.1924
C -19.11164 0.06650 -26.91698 2.989 -2.964 0.399 0.7304
O -19.48028 -1.04533 -27.01218 -1.981 -5.920 -0.351 -0.7404
N -17.87601 0.36966 -26.68326 5.241 0.382 1.069 -0.3656
N -19.80989 1.05921 -27.04663 -6.229 7.385 -0.944 0.0657
H -17.25646 -0.41042 -26.51676 0.127 0.587 0.020 0.2195
H -17.62587 1.33977 -26.55514 0.528 -0.433 0.099 0.1622
H -19.37554 1.96315 -26.92690 -0.850 0.397 -0.199 0.3184
H -20.79784 0.91517 -27.19926 0.084 0.506 -0.029 0.0231
C -28.72500 6.87245 -26.74163 2.580 1.373 0.594 0.3952
O -27.98298 7.20897 -25.83884 0.646 -0.953 1.027 -0.8598
N -28.35330 6.34039 -27.88002 1.321 -1.126 -2.671 0.0606
N -30.00214 7.09265 -26.73327 -5.205 0.815 0.434 -0.4988
H -28.95517 6.51077 -28.67300 0.434 -0.344 -0.056 0.2540
H -27.37615 6.17962 -28.07858 0.049 0.234 -0.032 -0.1178
H -30.49445 7.11602 -27.61485 -0.116 -0.057 0.366 0.1469
H -30.50974 7.44837 -25.93583 0.527 0.217 -0.059 0.2243
C -23.78096 -2.27864 -28.47215 1.471 3.288 1.583 0.5679
O -23.59537 -1.06918 -28.52920 -0.934 1.238 0.099 -0.6900
N -23.98342 -2.95090 -27.35747 -1.008 -1.523 2.662 -0.3309
N -23.57040 -3.04710 -29.46915 0.375 -3.206 -4.162 -0.4115
H -24.33253 -2.53059 -26.50802 0.353 -0.065 -0.385 0.1766
H -23.87744 -3.95318 -27.42301 -0.327 0.292 0.671 0.1391
H -23.57491 -4.04186 -29.29442 0.017 0.232 -0.761 0.1170
H -23.32367 -2.68687 -30.37989 0.069 -0.069 0.371 0.2494
C -23.80958 3.09412 -30.46597 -0.321 -1.884 2.172 -0.4100
C -23.74995 2.17181 -29.39125 -0.399 0.160 -1.397 -1.0513
C -22.82662 2.25809 -28.37319 -0.298 1.268 -1.147 -0.2288
C -21.96251 3.34447 -28.39821 -0.082 0.205 0.129 0.0923
C -22.04467 4.29393 -29.43053 0.831 0.152 1.003 -0.8584
C -22.96914 4.17495 -30.41761 -0.899 -0.377 -2.579 0.5514
O -23.01244 5.02675 -31.51922 0.694 0.484 0.827 -0.5853
O -22.81455 1.35407 -27.38269 0.665 0.057 1.318 -0.1755
H -24.57641 2.89848 -31.20088 0.008 0.431 -0.343 0.3304
H -24.45134 1.35090 -29.36733 -0.023 -0.281 -0.124 0.8040
H -21.25195 3.39041 -27.58618 0.349 0.330 -0.144 0.3377
H -21.36127 5.12082 -29.55547 0.261 0.043 0.472 0.5312
H -23.21735 4.50427 -32.29809 -0.175 -0.016 0.042 0.3409
H -23.10802 0.50225 -27.71417 -0.424 -0.830 -0.305 0.1653
C -26.30438 10.83959 -23.15793 0.072 -0.160 0.942 -0.7647
C -26.13472 11.06592 -21.77635 -0.289 -0.360 -1.501 -0.2909
C -26.62734 10.15720 -20.84465 1.395 2.213 0.387 0.2992
C -27.14768 8.94662 -21.22682 -0.480 -0.240 -1.185 -0.4079
C -27.29198 8.68254 -22.60365 0.403 1.320 0.517 -0.5135
C -26.88729 9.65886 -23.57561 -0.435 -2.495 0.631 0.3210
O -26.96253 9.37395 -24.89940 0.654 2.007 -0.348 -0.5694
O -26.54620 10.48260 -19.51697 -0.703 -1.488 1.223 -0.5570
H -25.96452 11.55935 -23.88790 0.087 0.005 -0.050 0.4538
H -25.56565 11.94205 -21.50255 -0.231 0.165 0.406 0.3184
H -27.46952 8.24188 -20.47437 -0.022 -0.094 -0.032 0.4289
H -27.75650 7.74581 -22.87414 0.083 -0.035 -0.378 0.6033
H -27.19765 8.49669 -25.21042 -0.475 -0.652 0.622 0.5938
H -26.13123 11.27784 -19.17496 0.181 0.146 -1.090 0.3151
C -23.38530 7.86889 -27.17578 1.147 -0.013 -0.119 -0.0043
C -24.33631 7.28140 -28.08149 -2.978 -0.977 -2.176 0.2429
N -25.16900 6.89193 -28.81465 2.209 0.800 2.075 -0.6069
H -23.85586 8.37319 -26.33178 0.015 -0.126 -0.119 0.3155
H -22.74414 8.54460 -27.74185 -0.250 0.403 0.017 0.4130
H -22.67197 7.11131 -26.85122 -0.295 -0.143 0.364 -0.3617
C -28.33666 0.65186 -22.56025 0.529 -0.603 -0.247 -0.4414
C -29.53836 1.40196 -22.24481 -2.463 1.724 1.164 0.3413
N -30.50646 1.99009 -21.93344 2.511 -1.792 -1.046 -0.4737
H -27.46060 0.86485 -21.94766 -0.296 0.401 0.281 0.2497
H -28.00029 0.82151 -23.58307 -0.184 0.047 -0.123 -0.0657
H -28.53302 -0.41215 -22.42824 -0.107 -0.041 -0.112 0.4305
C -24.32996 -0.56697 -24.14253 0.154 1.060 0.255 -0.4685
C -24.52826 0.62986 -23.29664 -1.427 2.417 2.760 0.1710
N -24.70166 1.55785 -22.57807 0.644 -3.268 -2.628 -0.3647
H -25.23895 -0.87414 -24.65973 -0.036 0.317 0.129 0.1844
H -23.94879 -1.39630 -23.54669 0.226 0.175 -0.105 0.5780
H -23.62154 -0.16854 -24.86881 0.244 -0.714 -0.383 -0.0062
C -24.96937 4.09936 -25.88979 1.076 0.689 0.550 1.8660
C -23.85015 4.87309 -25.26562 0.290 0.823 0.852 -0.4790
N -23.01833 5.51189 -24.75532 -1.216 -1.130 -1.058 -0.2533
H -24.51347 3.17253 -26.23800 -0.394 -0.001 -0.352 -0.7898
H -25.38882 4.73427 -26.67020 0.087 -0.313 -0.270 -0.2900
H -25.76533 3.88454 -25.17677 0.219 0.005 0.108 -0.1468
C -27.22958 4.02607 -22.40164 -0.936 -0.241 -0.481 0.2649
C -28.59253 4.51575 -22.01777 -1.252 1.135 1.502 -0.0779
N -29.62758 4.92325 -21.63874 2.803 -1.035 -1.271 -0.5464
H -26.58098 4.82041 -22.77100 -0.287 0.128 0.057 0.4570
H -27.40918 3.30714 -23.20101 0.190 0.035 -0.291 -0.3375
H -26.66466 3.48266 -21.64424 -0.485 0.278 0.354 0.1961
C -23.42347 3.60111 -19.67388 0.065 0.590 -0.343 -0.7343
C -24.42419 4.61684 -20.05901 -0.032 -0.042 -0.805 0.5193
N -25.22361 5.38146 -20.39224 0.633 -0.576 0.346 -0.3951
H -22.43020 4.04088 -19.58388 -0.223 0.505 0.996 0.2501
H -23.12243 2.91775 -20.46791 -1.205 -0.392 -0.164 0.0930
H -23.84329 3.14262 -18.77852 0.692 -0.324 -0.028 0.3960
C -27.92238 0.09149 -27.80149 0.142 0.164 -0.247 -1.2755
C -26.87950 0.65589 -26.95638 -0.924 -0.180 -0.041 0.1074
N -26.14370 1.16065 -26.24401 0.687 0.075 0.541 0.1357
H -28.70272 0.83694 -27.95477 0.184 0.161 -0.197 0.2844
H -28.41106 -0.76854 -27.34361 0.341 -0.149 -0.041 0.4084
H -27.44218 -0.15370 -28.74878 -0.364 -0.191 -0.107 0.3827
C -21.83778 2.23470 -23.82508 1.506 1.555 1.074 0.2681
C -21.50731 3.42377 -22.91968 -0.806 -2.050 -1.205 -0.0402
N -21.23173 4.31877 -22.26509 0.023 0.260 0.541 -0.2787
H -21.00604 2.23865 -24.52956 -0.385 0.144 -0.672 0.0443
H -22.83512 2.35930 -24.24686 0.379 -0.144 -0.046 -0.5967
H -21.65781 1.30014 -23.29375 -0.568 0.124 0.300 0.5192
```
Positions in Å, forces in eV/Å.